{"formula": "C21H36MoP2S", "method": "ωB97M-V/def2-TZVPD", "elements": ["P", "P", "C", "C", "H", "H", "H", "H", "C", "H", "H", "H", "C", "H", "H", "H", "C", "H", "H", "H", "C", "H", "H", "H", "Mo", "C", "C", "C", "C", "C", "C", "C", "C", "C", "H", "H", "H", "H", "H", "H", "H", "H", "H", "H", "H", "H", "H", "H", "H", "S", "C", "C", "C", "C", "C", "C", "H", "H", "H", "H", "H"], "positions_angstrom": [[0.193, -1.402, -3.607], [0.126, 1.682, -3.505], [-0.162, -0.514, -5.248], [0.374, 0.904, -5.220], [-1.251, -0.534, -5.410], [0.325, -1.092, -6.049], [1.451, 0.934, -5.450], [-0.161, 1.531, -5.951], [-1.461, 2.469, -4.028], [-1.747, 3.231, -3.292], [-2.258, 1.716, -4.103], [-1.314, 2.945, -5.011], [1.218, 3.095, -3.946], [0.896, 3.520, -4.909], [2.256, 2.744, -4.029], [1.156, 3.856, -3.158], [-0.905, -2.801, -4.067], [-0.774, -3.612, -3.340], [-0.646, -3.153, -5.077], [-1.951, -2.466, -4.051], [1.749, -2.130, -4.283], [2.531, -1.363, -4.364], [1.540, -2.545, -5.282], [2.093, -2.933, -3.621], [0.116, -0.040, 2.386], [0.746, 1.528, 0.903], [-0.662, 1.458, 0.888], [-1.465, 0.733, -0.153], [-1.804, -0.719, 0.194], [-0.770, -1.503, 0.939], [0.632, -1.462, 0.722], [1.307, -0.665, -0.346], [1.702, 0.767, 0.036], [0.262, -1.670, 3.698], [1.198, 2.347, 1.468], [-1.210, 2.219, 1.456], [-0.984, 0.812, -1.141], [-2.430, 1.261, -0.280], [-2.701, -0.719, 0.825], [-2.118, -1.226, -0.735], [-1.160, -2.319, 1.541], [1.243, -2.237, 1.187], [0.715, -0.696, -1.277], [2.243, -1.180, -0.629], [2.647, 0.722, 0.593], [1.954, 1.304, -0.895], [1.053, -1.419, 4.429], [0.464, -2.617, 3.171], [-0.717, -1.704, 4.215], [0.049, 1.503, 4.221], [-0.150, 0.846, 5.796], [0.974, 0.655, 6.628], [0.824, -0.038, 7.830], [-0.443, -0.473, 8.234], [-1.576, -0.166, 7.469], [-1.436, 0.527, 6.266], [1.937, 1.031, 6.295], [1.701, -0.238, 8.448], [-0.553, -1.049, 9.159], [-2.570, -0.465, 7.802], [-2.293, 0.809, 5.659]], "fmax_ev_per_a": 4.111, "homo_ha": [-0.480, -0.468], "total_charge": 2, "s2": 2.098, "orbital_gap_ev": [3.30, 2.43], "spin_multiplicity": 3, "relative_energy_ev": 0.000}

=====

{"formula": "C21H36P2PdS", "method": "ωB97M-V/def2-TZVPD", "elements": ["P", "P", "C", "C", "H", "H", "H", "H", "C", "H", "H", "H", "C", "H", "H", "H", "C", "H", "H", "H", "C", "H", "H", "H", "Pd", "C", "C", "C", "C", "C", "C", "C", "C", "C", "H", "H", "H", "H", "H", "H", "H", "H", "H", "H", "H", "H", "H", "H", "H", "S", "C", "C", "C", "C", "C", "C", "H", "H", "H", "H", "H"], "positions_angstrom": [[0.374, -1.775, -2.550], [0.876, 2.096, -1.495], [0.516, -0.218, -3.486], [1.361, 0.998, -2.975], [-0.526, 0.046, -3.751], [0.978, -0.562, -4.440], [2.380, 0.664, -2.725], [1.401, 1.696, -3.827], [0.133, 3.439, -2.560], [-0.109, 4.327, -1.966], [-0.770, 3.124, -3.093], [0.888, 3.721, -3.307], [2.357, 3.011, -0.920], [2.613, 3.822, -1.627], [3.173, 2.284, -0.758], [2.066, 3.418, 0.067], [-0.782, -2.860, -3.526], [-0.803, -3.902, -3.151], [-0.527, -2.911, -4.597], [-1.814, -2.473, -3.474], [2.037, -2.567, -2.578], [2.821, -1.789, -2.601], [2.172, -3.181, -3.495], [2.223, -3.201, -1.691], [2.672, 1.110, 1.536], [-1.987, 1.053, -1.347], [-2.649, 0.073, -2.024], [-3.816, -0.393, -1.202], [-3.226, -1.379, -0.119], [-2.162, -2.175, -0.738], [-0.773, -1.880, -0.840], [-0.228, -0.515, -0.200], [-1.246, 0.618, -0.032], [2.603, -0.694, 2.331], [-2.218, 2.143, -1.399], [-2.472, -0.270, -3.063], [-4.680, -0.796, -1.743], [-4.205, 0.496, -0.688], [-2.858, -0.869, 0.797], [-3.971, -2.086, 0.248], [-2.426, -3.136, -1.151], [-0.225, -2.758, -0.407], [0.598, -0.089, -0.832], [0.270, -0.705, 0.791], [-2.037, 0.315, 0.677], [-0.823, 1.492, 0.512], [3.614, -0.821, 2.800], [2.570, -1.060, 1.263], [1.685, -0.896, 2.943], [1.048, 1.958, 2.886], [0.729, 1.122, 4.360], [1.747, 0.709, 5.240], [1.427, 0.117, 6.467], [0.089, -0.090, 6.823], [-0.938, 0.292, 5.947], [-0.624, 0.809, 4.690], [2.776, 0.795, 4.904], [2.231, -0.198, 7.135], [-0.146, -0.611, 7.755], [-1.979, 0.156, 6.258], [-1.407, 0.957, 3.947]], "fmax_ev_per_a": 5.093, "homo_ha": [-0.190, -0.189], "total_charge": 0, "s2": 2.006, "orbital_gap_ev": [4.33, 4.30], "spin_multiplicity": 3, "relative_energy_ev": 6.149}

=====

{"formula": "C21H36P2PtSe", "method": "ωB97M-V/def2-TZVPD", "elements": ["P", "P", "C", "C", "H", "H", "H", "H", "C", "H", "H", "H", "C", "H", "H", "H", "C", "H", "H", "H", "C", "H", "H", "H", "Pt", "C", "C", "C", "C", "C", "C", "C", "C", "C", "H", "H", "H", "H", "H", "H", "H", "H", "H", "H", "H", "H", "H", "H", "H", "Se", "C", "C", "C", "C", "C", "C", "H", "H", "H", "H", "H"], "positions_angstrom": [[-0.074, -1.665, -5.148], [0.432, 2.211, -4.743], [-0.365, -0.166, -6.140], [0.731, 0.929, -6.038], [-1.379, 0.231, -5.934], [-0.393, -0.504, -7.192], [1.740, 0.501, -5.896], [0.742, 1.480, -6.994], [-0.742, 3.298, -5.619], [-1.064, 4.095, -4.934], [-1.622, 2.730, -5.951], [-0.237, 3.741, -6.489], [1.918, 3.174, -4.549], [2.137, 3.690, -5.496], [2.771, 2.530, -4.290], [1.764, 3.932, -3.766], [-1.311, -2.872, -5.802], [-1.046, -3.891, -5.490], [-1.273, -2.821, -6.898], [-2.334, -2.656, -5.473], [1.358, -2.361, -6.113], [2.183, -1.639, -6.163], [1.010, -2.594, -7.129], [1.720, -3.276, -5.628], [0.875, 0.533, 0.840], [-0.691, 1.452, -3.605], [-1.976, 0.870, -3.892], [-2.467, -0.439, -3.523], [-1.625, -1.425, -2.645], [-0.522, -2.151, -3.334], [0.847, -1.683, -3.656], [1.356, -0.326, -3.134], [0.358, 0.728, -2.607], [1.044, -1.400, 0.604], [-0.971, 2.362, -3.019], [-2.711, 1.596, -4.241], [-2.770, -0.959, -4.441], [-3.400, -0.272, -2.969], [-1.340, -0.986, -1.687], [-2.345, -2.199, -2.344], [-0.611, -3.236, -3.252], [1.623, -2.466, -3.626], [2.042, 0.114, -3.872], [2.005, -0.572, -2.282], [-0.170, 0.378, -1.710], [1.002, 1.532, -2.201], [1.939, -1.602, 1.209], [1.173, -1.722, -0.442], [0.178, -1.909, 1.059], [0.124, 2.919, 1.106], [-0.129, 1.698, 2.529], [-1.384, 1.263, 3.035], [-1.472, 0.093, 3.761], [-0.303, -0.599, 4.177], [0.947, -0.095, 3.876], [1.074, 1.020, 2.995], [-2.251, 1.882, 2.795], [-2.444, -0.309, 4.065], [-0.424, -1.520, 4.759], [1.859, -0.513, 4.316], [2.030, 1.560, 2.912]], "fmax_ev_per_a": 5.074, "homo_ha": [-0.188, -0.202], "total_charge": 0, "s2": 2.013, "orbital_gap_ev": [4.62, 4.63], "spin_multiplicity": 3, "relative_energy_ev": 4.405}

=====

{"formula": "C21H37AsF5N4O2P2STi", "method": "ωB97M-V/def2-TZVPD", "elements": ["Ti", "C", "P", "C", "C", "C", "P", "C", "C", "H", "H", "H", "H", "H", "H", "H", "H", "H", "H", "H", "H", "H", "H", "H", "H", "F", "C", "C", "F", "C", "F", "C", "S", "C", "F", "C", "F", "N", "C", "N", "C", "C", "O", "C", "C", "H", "H", "H", "H", "H", "H", "H", "H", "N", "C", "N", "O", "H", "H", "H", "H", "C", "As", "C", "C", "H", "H", "H", "H", "H", "H", "H", "H", "H"], "positions_angstrom": [[-0.079, -0.095, -0.757], [1.236, -1.941, 2.095], [0.807, -2.324, 0.339], [-0.205, -3.920, 0.606], [2.425, -3.094, -0.211], [2.614, -2.744, -1.670], [2.404, -0.933, -1.981], [3.080, -1.096, -3.673], [3.900, -0.167, -1.235], [0.342, -1.989, 2.700], [1.718, -0.945, 2.171], [2.008, -2.635, 2.463], [0.043, -4.353, 1.569], [-0.058, -4.739, -0.169], [-1.248, -3.650, 0.571], [2.405, -4.193, -0.043], [3.249, -2.737, 0.385], [1.866, -3.309, -2.249], [3.551, -3.104, -2.114], [4.045, -1.599, -3.588], [3.187, -0.078, -4.124], [2.399, -1.684, -4.305], [4.637, -0.922, -0.913], [3.628, 0.344, -0.312], [4.355, 0.542, -1.942], [-4.976, -2.862, 4.186], [-4.260, -2.218, 3.194], [-4.405, -2.595, 1.824], [-5.314, -3.547, 1.584], [-3.719, -1.904, 0.817], [-4.030, -2.178, -0.463], [-2.792, -0.865, 1.165], [-2.278, 0.291, -0.061], [-2.593, -0.634, 2.548], [-1.658, 0.293, 2.919], [-3.312, -1.294, 3.529], [-3.085, -0.972, 4.844], [0.374, 1.057, 0.965], [0.452, 1.706, 1.961], [0.211, 2.512, 2.948], [0.879, 2.373, 4.269], [1.654, 3.676, 4.513], [0.841, 4.813, 4.359], [0.370, 4.993, 3.041], [-0.541, 3.786, 2.671], [1.502, 1.446, 4.206], [0.130, 2.157, 5.062], [2.652, 3.693, 3.971], [1.940, 3.656, 5.589], [1.197, 5.127, 2.304], [-0.174, 5.987, 3.188], [-0.792, 3.840, 1.615], [-1.509, 3.774, 3.196], [0.652, 3.614, -2.760], [0.717, 2.814, -1.675], [1.357, 3.277, -0.600], [0.143, 1.682, -1.719], [1.082, 4.532, -2.807], [0.102, 3.327, -3.523], [1.762, 4.200, -0.690], [1.364, 2.643, 0.252], [-1.988, -2.622, -3.451], [-1.410, -0.797, -2.972], [-3.242, 0.035, -3.284], [-0.790, 0.115, -4.678], [-2.354, -2.594, -4.482], [-2.767, -2.964, -2.748], [-1.138, -3.322, -3.401], [-3.688, -0.229, -4.270], [-3.057, 1.107, -3.200], [-3.900, -0.314, -2.470], [-1.207, 1.096, -4.827], [-1.030, -0.521, -5.568], [0.320, 0.179, -4.684]], "fmax_ev_per_a": 3.702, "homo_ha": [-0.338, -0.379], "total_charge": 1, "s2": 2.008, "orbital_gap_ev": [6.84, 7.97], "spin_multiplicity": 3, "relative_energy_ev": 0.216}